The following is a DFT calculation (ωB97M-V with the def2-TZVPD basis set) of C4H9N3 as an isolated structure in a non-equilibrium geometry.

CARTESIAN COORDINATES (ANGSTROEM)
C: -0.50022 -1.24921 0.28757
C: 0.20892 0.92901 1.10661
C: 0.63614 1.78695 -0.07498
C: 0.49637 0.72172 -1.05955
H: -0.52172 -1.08374 -1.54594
H: -0.32092 -2.81016 -1.00935
H: -1.04732 -2.74085 1.43721
H: 0.94691 0.52975 1.68070
H: -0.63402 1.18734 1.82102
H: -0.14734 2.71207 -0.21946
H: 1.66629 2.26281 0.05170
H: -0.32503 1.05378 -1.76150
H: 1.47930 0.35883 -1.46197
N: -0.96110 -1.95519 -0.83010
N: -0.79135 -1.71476 1.48061
N: -0.18491 0.01167 0.09744

Forces on atoms 1 to 3 (eV/Å):
-3.302 -3.750 3.570
-2.746 1.095 -0.369
0.723 6.915 2.222

The frontier orbital gap is 9.153 eV. The largest force on an atom is 0.1420 hartree/bohr. The LUMO energy comes out at 0.7 eV. Its HOMO energy is -8.4 eV. The value obtained for the energy above the lowest of the compared OMol25 structures with the same formula, charge and spin is 80.4 kcal/mol. Its total energy is -321.9622 a.u.